Entry 1:
121
Properties=species:S:1:pos:R:3 method="wB97M-V/def2-TZVPD" charge=0 e_tot_ha=-2822.21927 e_above_lowest_kj_mol=0.0 e_lumo_ev=-0.23 gap_ev=8.078
C 0.8097 -22.6100 -8.4438
C -0.0839 -23.0176 -9.6132
C 0.0151 -22.0680 -10.7995
O -1.0563 -22.2942 -11.7360
C -2.0362 -21.2615 -11.5822
N 0.2946 -24.3691 -10.0514
H 1.8549 -22.8846 -8.6076
H 0.3711 -22.8852 -7.4877
H 0.9239 -21.5190 -8.3510
H -1.0945 -22.9141 -9.1884
H 0.9538 -22.2557 -11.3227
H -0.0566 -21.0479 -10.4189
H -2.9823 -21.5401 -12.0314
H -1.6297 -20.3024 -11.9124
H -2.2367 -21.1514 -10.5096
H 0.5524 -24.9509 -9.2617
H -0.5503 -24.7934 -10.4312
C -8.6750 -23.2855 -13.0581
C -9.5219 -21.9942 -12.9557
C -9.4582 -21.4769 -11.5429
O -10.1826 -22.3692 -10.6948
C -10.0294 -22.0010 -9.3461
N -9.0081 -20.9597 -13.8483
H -8.8279 -23.9184 -12.1801
H -7.6068 -23.0383 -13.0854
H -8.8894 -23.8244 -13.9851
H -10.5164 -22.3238 -13.2593
H -9.9339 -20.5042 -11.3710
H -8.4133 -21.4007 -11.2114
H -10.5533 -21.0586 -9.1323
H -8.9627 -21.9052 -9.1093
H -10.4410 -22.7499 -8.6703
H -8.0312 -20.7847 -13.6171
H -8.9739 -21.3295 -14.7966
C -0.9475 -25.4316 -16.7767
C -0.4246 -24.5933 -17.9450
C -0.6904 -23.1301 -17.6814
O -2.0862 -22.8786 -17.5749
C -2.3602 -21.4929 -17.6797
N 1.0426 -24.7784 -17.9732
H -2.0398 -25.4172 -16.7781
H -0.4363 -25.2774 -15.8303
H -0.7915 -26.4914 -17.0319
H -0.8860 -24.9564 -18.8726
H -0.2251 -22.3760 -18.3314
H -0.1836 -22.8928 -16.7301
H -3.3818 -21.2246 -17.4086
H -2.1401 -21.2048 -18.7123
H -1.7571 -20.8911 -16.9853
H 1.3791 -24.2900 -18.7992
H 1.2010 -25.7713 -18.1058
O -5.8433 -20.5864 -13.0232
H -5.5749 -21.4738 -13.3551
H -5.1582 -19.9778 -13.3318
O -5.1766 -24.1198 -19.5741
H -5.2847 -23.9910 -18.6275
H -4.8316 -23.2822 -19.8961
C -3.8968 -18.0380 -15.1089
O -3.8155 -19.0428 -14.4097
N -5.0535 -17.3366 -15.3324
N -2.8623 -17.6899 -15.9481
H -5.0780 -16.5074 -15.8925
H -5.8494 -17.5948 -14.7729
H -2.0119 -18.2184 -15.9307
H -2.8873 -16.8076 -16.4248
C -4.2064 -23.1217 -14.8576
O -5.1463 -22.9103 -14.0607
N -2.9475 -22.6702 -14.6691
N -4.4438 -23.7691 -16.0132
H -2.3363 -22.7602 -15.4647
H -2.8581 -21.9585 -13.9637
H -5.3785 -24.1007 -16.1829
H -3.6976 -24.0892 -16.6099
C -0.7832 -25.5453 -13.1415
O -0.7871 -26.7088 -13.5275
N 0.2437 -24.6825 -13.4433
N -1.8269 -24.9857 -12.4503
H 0.4022 -23.7678 -13.0686
H 1.0313 -25.1437 -13.8661
H -1.7915 -24.0567 -12.0464
H -2.6075 -25.6365 -12.5126
C -5.1273 -23.5888 -10.0513
O -5.6366 -23.1661 -9.0267
N -4.7478 -24.8920 -10.2395
N -5.1067 -22.8886 -11.2394
H -4.8862 -25.3469 -11.1342
H -4.3829 -25.4533 -9.4949
H -5.4945 -21.9669 -11.3556
H -4.8336 -23.3745 -12.0757
C -5.3003 -26.9623 -18.1703
O -6.3338 -26.9265 -17.4946
N -5.3250 -27.3507 -19.5015
N -4.0591 -26.7967 -17.6389
H -6.2679 -27.4942 -19.8228
H -4.7273 -26.7085 -20.0110
H -3.2643 -26.9483 -18.2323
H -3.9455 -26.6312 -16.6553
C -9.7837 -23.9497 -16.8603
O -10.2913 -22.8301 -16.7744
N -8.5202 -24.1649 -17.3152
N -10.4079 -25.0751 -16.3530
H -8.2025 -25.1204 -17.3826
H -7.8459 -23.4496 -17.5810
H -11.3675 -24.9781 -16.0732
H -9.9673 -25.8746 -15.9375
C -5.3609 -26.7559 -13.2911
O -4.3254 -26.2427 -12.8360
N -6.5576 -26.1232 -13.3301
N -5.3253 -28.0077 -13.8295
H -6.7265 -25.1868 -12.9971
H -7.2387 -26.3897 -14.0282
H -4.4273 -28.4178 -14.0134
H -6.1525 -28.4225 -14.2272
C -6.5698 -21.0129 -17.5577
O -6.7698 -22.1218 -18.0822
N -6.1495 -20.9170 -16.2723
N -6.8603 -19.8516 -18.2246
H -5.7469 -20.0932 -15.8642
H -6.1523 -21.7984 -15.7854
H -7.1640 -19.9555 -19.1736
H -6.5169 -19.0011 -17.8197

Entry 2:
15
Properties=species:S:1:pos:R:3 method="wB97M-V/def2-TZVPD" charge=0 e_tot_ha=-382.92249 e_above_lowest_kj_mol=111.1 smiles="COC(=O)[C@@H](C)O" e_lumo_ev=0.84 gap_ev=11.177
C 2.5418 -0.0544 0.5882
O 1.1649 0.2949 0.7083
C 0.3087 -0.5502 0.1058
O 0.6367 -1.4852 -0.5771
C -1.1013 -0.0459 0.3277
C -1.4827 0.7608 -0.9010
O -2.0456 -1.0876 0.4376
H 2.7140 -1.0357 1.0401
H 3.0835 0.7211 1.1304
H 2.8443 -0.0853 -0.4619
H -1.0967 0.5658 1.2391
H -0.9913 1.7292 -0.9323
H -2.5444 0.8365 -0.8634
H -1.2363 0.1705 -1.7872
H -2.7956 -0.7346 -0.0545

Entry 3:
7
Properties=species:S:1:pos:R:3 method="wB97M-V/def2-TZVPD" charge=0 e_tot_ha=-555.29725 e_above_lowest_kj_mol=381.3 e_lumo_ev="-0.08 / 0.22" gap_ev="7.908 / 9.156"
C -0.2918 0.2316 -0.3081
N 0.4317 -0.8809 0.0347
Cl -1.9388 0.0280 0.1029
H -0.2505 0.6072 -1.3609
H 0.5809 1.7939 0.8707
H 0.1180 -1.0837 0.9550
H 1.3505 -0.6961 -0.2943